(1)
A structure of composition H7O3, computed with wB97M-V/def2-TZVPD.

Its multiplicity is 2. Its net charge is +2. Its LUMO energy (spin up / spin down) is -9.729 / -18.019 eV. For the maximum force, the calculation gives 2.49 eV Å⁻¹. The relative energy (zero: lowest compared OMol25 entry of this formula, charge and spin) comes out at 22.5 kJ/mol. Its highest occupied orbital energy (spin up / spin down) is -22.87 / -22.73 eV. The HOMO-LUMO gap (spin up / spin down) comes out at 13.14 / 4.72 eV. As for the expectation value of S²: 0.7542.

```
10
H7O3 | OMol25 | wB97M-V/def2-TZVPD
O 0.2386 2.1557 0.5626
H -0.3627 2.6901 1.1348
H 1.0250 2.1339 1.1557
O 0.2414 -1.9867 -1.1609
H 0.2616 -2.9448 -0.8653
H 0.7447 -1.8481 -2.0169
O -0.5538 -0.1498 0.4858
H -0.2132 -0.7103 -0.2810
H -0.5643 -0.7059 1.2946
H -0.3339 0.9921 0.6597
```

(2)
A structure of composition C5H15N2, computed with wB97M-V/def2-TZVPD.

Its net charge is +1. Its LUMO energy is -7.981 eV. For the maximum force, the calculation gives 5.31 eV Å⁻¹. The relative energy (zero: lowest compared OMol25 entry of this formula, charge and spin) comes out at 570.4 kJ/mol. Its highest occupied orbital energy is -12.47 eV. The HOMO-LUMO gap comes out at 4.49 eV.

```
22
C5H15N2 | OMol25 | wB97M-V/def2-TZVPD
C 1.3551 -1.1499 -0.1371
C 0.3115 -1.0983 0.8772
C 0.0079 0.4413 0.9916
C -0.7323 1.0235 -0.2581
C -1.8417 0.1330 -0.7277
N -2.7096 -0.2422 0.3740
N 2.8013 0.7844 -0.6789
H 2.2097 -1.8304 -0.1015
H 0.9452 -1.2350 -1.1269
H -0.5783 -1.7003 0.6769
H 0.6186 -1.3329 1.9035
H 0.8240 1.1295 1.1796
H -0.6710 0.5282 1.8505
H -1.0630 2.0685 -0.0934
H -0.0339 0.9911 -1.1025
H -1.3992 -0.7777 -1.2003
H -2.4627 0.5681 -1.5374
H -2.6114 0.3559 1.1673
H -3.6786 -0.4095 0.1138
H 3.6201 0.9118 -0.0960
H 3.0140 0.9535 -1.6624
H 2.0743 -0.1125 -0.4121
```

(3)
A structure of composition C20H26NRu, computed with wB97M-V/def2-TZVPD.

Its multiplicity is 5. Its net charge is +1. Its LUMO energy (spin up / spin down) is -4.402 / -5.341 eV. For the maximum force, the calculation gives 1.96 eV Å⁻¹. Its highest occupied orbital energy (spin up / spin down) is -9.53 / -10.86 eV. The HOMO-LUMO gap (spin up / spin down) comes out at 5.13 / 5.52 eV. As for the expectation value of S²: 6.0388.

```
48
C20H26NRu | OMol25 | wB97M-V/def2-TZVPD
C -0.4469 0.8177 -4.7060
C 0.1399 2.1582 -4.5722
C 0.3916 -0.3067 -5.1334
C -1.9043 0.6555 -4.6210
H 0.4642 -0.3639 -6.2348
H -0.0180 -1.2703 -4.7973
H 1.4206 -0.2097 -4.7573
H 0.1400 2.7033 -5.5331
H 1.1845 2.1122 -4.2350
H -0.4319 2.7731 -3.8627
H -2.3907 0.8229 -5.5989
H -2.3446 1.3818 -3.9233
H -2.1854 -0.3565 -4.2990
C 2.3548 -0.0601 0.9988
C 2.3257 -0.8576 -0.2011
C 2.1123 0.0641 -1.3197
H 2.6537 -1.8898 -0.2892
C 1.8712 1.3682 -0.7431
C 2.0757 1.2827 0.6637
H 2.0851 2.1299 1.3496
H 2.5974 -0.4367 1.9885
H 2.2077 -0.1743 -2.3741
H 1.6735 2.2774 -1.3018
C -2.1677 -1.0780 0.4932
C -1.1817 -2.0146 0.8671
C -0.4199 -2.3821 -0.3023
H -1.0429 -2.4311 1.8622
C -1.0188 -1.6824 -1.4410
C -2.0400 -0.8106 -0.9006
H -2.6741 -0.1503 -1.4844
H -2.9531 -0.6871 1.1378
H 0.2856 -3.2043 -0.3760
H -0.7936 -1.8474 -2.4899
Ru 0.2808 -0.3978 -0.4766
N -0.2604 0.4566 2.4597
C -0.1404 0.0760 3.7908
C 1.0832 -0.1499 4.4763
C 1.1116 -0.1974 5.8834
C -0.0619 -0.0435 6.6420
C -1.2800 0.1127 5.9350
C -1.3308 0.1111 4.5419
H 0.2569 1.2258 2.0819
H -1.1937 0.4829 2.0859
H 2.0275 -0.2766 3.9525
H 2.0468 -0.2901 6.4576
H -0.0411 0.0071 7.7581
H -2.1829 0.2964 6.5133
H -2.2856 0.2530 4.0342
```

(4)
A cluster of 11 separate species, C45H67BN10O in total, computed with wB97M-V/def2-TZVPD.

Its net charge is 0. Its LUMO energy is -2.580 eV. For the maximum force, the calculation gives 19.30 eV Å⁻¹. The relative energy (zero: lowest compared OMol25 entry of this formula, charge and spin) comes out at 565.5 kJ/mol. Its highest occupied orbital energy is -7.01 eV. The HOMO-LUMO gap comes out at 4.43 eV.

```
124
C45H67BN10O | OMol25 | wB97M-V/def2-TZVPD
C 2.3083 -0.8931 1.6116
C 1.1743 -0.8580 0.6288
C 0.0954 -1.8515 0.8971
C -1.1869 -1.6259 0.1076
C -1.8148 -0.3158 0.5300
C -0.7796 0.8214 0.2951
N 0.5709 0.5134 0.6916
O 1.3586 1.4726 0.9378
C -1.3170 1.9423 1.1864
C -0.7615 1.2846 -1.2020
C 1.7589 -0.9450 -0.8404
H 2.6132 -1.9795 1.7692
H 2.1629 -0.8299 2.5710
H 3.2115 -0.3589 1.3354
H -0.1082 -2.0532 1.8509
H 0.5192 -2.7648 0.4455
H -1.8980 -2.4587 0.1811
H -1.1803 -1.7939 -0.8959
H -2.0201 -0.4954 1.6778
H -2.8788 -0.2206 0.1822
H -0.7157 2.7094 0.8694
H -1.2961 1.7135 2.2108
H -2.3586 1.9905 0.7738
H -0.0363 1.9687 -1.4086
H -1.7735 1.7374 -1.5129
H -0.7067 0.2860 -2.0360
H 2.6202 -0.1675 -1.0083
H 1.0728 -0.7657 -1.7677
H 2.2382 -1.6689 -1.0947
B 0.2051 -0.2322 5.0272
H -0.3519 -0.5988 4.0087
H 0.6200 -1.1066 5.6373
H 0.9879 0.4538 4.5318
H -0.5627 0.5078 5.6189
N -4.8301 -1.5365 5.6591
C -6.1633 -1.6471 6.2090
C -7.1025 -0.7321 5.2321
C -6.1824 -0.2167 4.2057
C -4.6577 -0.7425 4.5150
H -4.1945 -1.8092 6.0898
H -6.3654 -2.2474 7.0959
H -8.1389 -0.4691 5.4241
H -6.4501 0.5326 3.4644
H -3.7239 -0.4603 3.9909
N 3.5188 -4.4994 1.8716
C 4.0544 -4.1057 0.7442
C 3.1164 -4.3813 -0.3315
C 2.0352 -5.2492 0.2438
C 2.4286 -5.2895 1.8070
H 3.9425 -4.4888 2.7202
H 4.8990 -3.5580 0.5735
H 3.2908 -4.0741 -1.3221
H 1.0814 -5.6531 -0.2872
H 1.9328 -5.6522 2.6228
N 4.9449 2.4113 1.5538
C 4.8374 3.1098 0.2831
C 5.3137 1.9510 -0.7105
C 5.7705 0.7124 0.2608
C 5.5783 1.1842 1.6152
H 4.7298 2.9838 2.4399
H 4.5660 4.1108 0.0424
H 5.4284 1.9446 -1.7459
H 6.2977 -0.1350 -0.1386
H 5.5387 0.7189 2.4937
N 1.6595 4.1495 -4.2471
C 1.8449 4.3250 -2.8236
C 2.2716 2.8749 -2.3300
C 2.1157 1.9540 -3.5297
C 1.7689 2.9378 -4.8001
H 1.5942 5.1072 -4.9699
H 1.5866 5.1786 -2.3084
H 2.6908 2.7944 -1.2946
H 2.3390 0.8346 -3.5965
H 1.8478 2.7466 -5.8819
N -1.6789 6.8169 -0.2969
C -2.1747 6.0132 -1.2494
C -1.2405 4.9263 -1.4823
C -0.2326 5.0825 -0.3406
C -0.5399 6.2784 0.3702
H -2.0475 7.8803 0.0833
H -3.1101 6.3328 -1.9015
H -1.3381 4.2066 -2.0692
H 0.5679 4.3259 0.0776
H -0.1358 6.9301 1.2728
N -1.0062 -3.6401 -3.3116
C 0.2478 -4.0429 -3.0232
C 1.1332 -2.8881 -3.5260
C 0.2386 -1.8549 -4.0363
C -1.1612 -2.3204 -3.7235
H -1.7265 -4.3407 -3.1493
H 0.4469 -5.0315 -2.7408
H 2.1838 -2.8096 -3.5949
H 0.4596 -0.9877 -4.5439
H -1.9688 -1.8226 -3.9246
N -3.9189 2.4701 -5.3102
C -2.8163 2.7790 -4.4904
C -1.8426 1.6054 -4.7226
C -2.5637 0.6743 -5.6783
C -3.8417 1.2365 -5.9549
H -4.6768 2.8491 -5.3142
H -2.8153 3.8593 -3.9438
H -0.8516 1.4706 -4.0320
H -1.9553 -0.1662 -5.9728
H -4.7505 0.8680 -6.6628
N -4.5600 0.6588 -2.6900
C -4.8354 -0.7126 -2.4648
C -5.3244 -0.7555 -1.0289
C -5.2938 0.6484 -0.5270
C -4.7517 1.4634 -1.6532
H -4.1692 0.9829 -3.5513
H -4.9512 -1.3111 -3.3355
H -5.7702 -1.7181 -0.7311
H -5.6448 1.0210 0.5051
H -4.7811 2.4561 -1.7519
N 3.7411 -4.3814 5.2288
C 4.9574 -4.9975 4.8607
C 5.7052 -4.0394 4.1298
C 4.9692 -2.6884 4.1695
C 3.6718 -3.0206 4.8602
H 2.8902 -4.7366 5.6089
H 5.4025 -6.0507 4.9613
H 6.7548 -4.1785 3.5940
H 5.2718 -1.8546 3.4389
H 2.8478 -2.5186 4.9173
```